# 1
60
Properties=species:S:1:pos:R:3:nbo_charge:R:1 method="wB97M-V/def2-TZVPD" relative_energy_kcal_mol=0.00 e_homo_ha=-0.283 gap_ha=0.28435 charge=0 energy_ha=-1880.67604
Pb -9.18 -14.49 5.64 1.3249
C -11.21 -11.55 7.71 -1.1347
Si -9.38 -11.59 8.01 1.7373
C -8.87 -9.90 8.65 -1.1258
C -8.91 -12.78 9.40 -1.1304
C -8.47 -12.12 6.44 -1.4323
C -7.14 -12.67 6.75 0.2606
C -6.12 -11.81 7.23 -0.2950
C -4.85 -12.33 7.46 -0.1255
C -4.62 -13.71 7.27 -0.2883
C -5.67 -14.51 6.83 0.0584
N -6.90 -14.02 6.59 -0.5826
Si -8.45 -10.95 4.96 1.7323
C -7.19 -11.61 3.72 -1.1288
C -7.85 -9.23 5.41 -1.1281
C -10.14 -10.66 4.25 -1.1333
H -11.72 -11.63 8.67 0.2352
H -11.55 -12.36 7.08 0.2173
H -11.53 -10.62 7.26 0.2488
H -9.34 -9.81 9.62 0.2328
H -9.21 -9.08 8.04 0.2384
H -7.79 -9.81 8.79 0.2323
H -8.23 -12.27 10.07 0.2459
H -8.44 -13.71 9.11 0.2291
H -9.81 -13.01 9.97 0.2265
H -6.32 -10.76 7.40 0.2269
H -4.04 -11.69 7.81 0.2198
H -3.64 -14.14 7.45 0.2248
H -5.55 -15.58 6.67 0.2004
H -6.20 -11.76 4.16 0.2315
H -7.11 -10.87 2.93 0.2396
H -7.49 -12.55 3.27 0.2652
H -6.98 -9.21 6.06 0.2240
H -8.61 -8.58 5.85 0.2282
H -7.56 -8.78 4.47 0.2378
H -10.61 -11.59 3.92 0.2336
H -10.07 -10.00 3.39 0.2491
H -10.78 -10.20 4.99 0.2304
N -10.58 -15.15 7.81 -0.8685
C -11.48 -16.31 7.58 -0.2178
C -12.73 -15.98 6.72 -0.4154
C -12.40 -15.63 5.26 -0.2192
N -11.70 -14.34 5.11 -0.9108
H -9.97 -15.38 8.60 0.3867
H -11.16 -14.36 8.09 0.3778
H -11.84 -16.69 8.53 0.1867
H -10.91 -17.10 7.10 0.1959
H -13.30 -15.19 7.19 0.1993
H -13.35 -16.87 6.72 0.2269
H -13.35 -15.63 4.69 0.1949
H -11.75 -16.40 4.85 0.1983
H -12.21 -13.61 5.61 0.3693
H -11.63 -14.05 4.12 0.4264
O -9.21 -13.92 3.16 -0.6187
N -10.46 -13.81 2.70 -0.0159
C -10.52 -13.32 1.46 -0.1472
C -11.78 -13.20 0.81 0.2641
N -12.86 -13.13 0.35 -0.3079
C -9.38 -12.91 0.70 0.2616
N -8.45 -12.51 0.08 -0.2925


# 2
20
Properties=species:S:1:pos:R:3:nbo_charge:R:1 method="wB97M-V/def2-TZVPD" relative_energy_kcal_mol=60.88 e_homo_ha="-0.464 / -0.452" multiplicity=3 s_squared=2.022 gap_ha="0.31220 / 0.20947" charge=+1 energy_ha=-938.18574
C -1.16 3.09 1.11 0.0488
C 0.96 2.51 -0.45 0.1101
C -1.54 0.13 -0.65 0.6201
C 1.47 -2.37 -0.19 -0.8020
N -0.11 2.58 1.69 -0.1233
N -0.91 3.80 -0.01 -0.0716
N 0.11 3.71 -0.66 -0.0340
N 0.43 1.38 -1.08 -0.1994
N -0.71 0.95 -0.81 -0.1208
N -2.69 -0.46 -0.68 -0.7619
N 0.98 2.42 1.01 -0.3382
S 0.19 -1.75 0.88 0.1268
H -2.10 3.16 1.61 0.2359
H 1.95 2.69 -0.87 0.2500
H 1.77 -3.35 0.17 0.2543
H 2.32 -1.69 -0.16 0.2581
H 1.09 -2.45 -1.21 0.2285
H -3.02 -0.97 0.12 0.4451
H -3.16 -0.63 -1.57 0.4434
H 1.85 2.52 1.52 0.4299


# 3
43
Properties=species:S:1:pos:R:3:nbo_charge:R:1 method="wB97M-V/def2-TZVPD" relative_energy_kcal_mol=6.11 e_homo_ha=-0.348 gap_ha=0.32794 charge=0 energy_ha=-1399.52391
Xe -0.60 -0.03 0.04 0.0032
O -1.19 2.99 1.55 -0.9892
H -1.36 2.91 0.61 0.5002
H -1.08 3.93 1.70 0.4773
O 0.20 1.71 -3.49 -0.9347
H -0.64 1.27 -3.61 0.4727
H 0.06 2.26 -2.72 0.4833
O 0.59 -3.40 -0.59 -0.9827
H -0.33 -3.34 -0.35 0.4814
H 1.06 -3.03 0.16 0.4792
O -3.88 2.12 -1.08 -0.9509
H -4.17 1.35 -0.59 0.4882
H -4.09 2.86 -0.51 0.4808
O -2.34 -3.09 -0.58 -0.9629
H -2.84 -2.36 -0.95 0.4664
H -2.14 -2.83 0.32 0.4859
O -1.53 -2.69 2.03 -0.9690
H -1.45 -3.57 2.40 0.4807
H -0.75 -2.23 2.33 0.4957
O -1.29 3.07 -1.19 -0.9890
H -1.46 3.92 -1.61 0.4901
H -2.06 2.55 -1.38 0.5097
O 0.78 -2.19 -3.30 -0.9946
H 1.36 -1.44 -3.24 0.4815
H 0.73 -2.53 -2.41 0.4822
O 2.16 -2.35 1.44 -0.9793
H 2.53 -3.10 1.91 0.4801
H 1.55 -1.96 2.06 0.4903
O 1.90 2.71 -1.14 -0.9537
H 2.30 1.92 -0.79 0.4820
H 0.97 2.62 -0.94 0.4554
O 2.33 0.20 -2.99 -0.9691
H 2.57 0.05 -2.08 0.4659
H 1.49 0.66 -2.95 0.4886
O 0.35 1.48 3.47 -0.9684
H -0.24 1.93 2.87 0.5117
H -0.23 0.99 4.05 0.4572
O 0.69 -1.49 3.42 -0.9754
H 0.86 -1.82 4.31 0.4954
H 0.74 -0.54 3.50 0.5102
O 2.89 0.37 -0.22 -0.9723
H 2.91 -0.58 -0.11 0.5086
H 2.65 0.71 0.65 0.4872


# 4
126
Properties=species:S:1:pos:R:3:lowdin_charge:R:1 method="wB97M-V/def2-TZVPD" e_homo_ha=-0.295 smiles="CC(=O)NCCCC[C@H](OC=O)[Si](C)(C)C.CN(C)P(=O)(N(C)C)N(C)C.CN(C)P(=O)(N(C)C)N(C)C.CN(C)P(=O)(N(C)C)N(C)C" gap_ha=0.31659 charge=0 energy_ha=-3463.64486
C 0.94 7.06 -2.13 0.0050
C 1.20 5.58 -2.13 -0.5277
O 2.32 5.14 -2.24 0.0833
N 0.08 4.71 -1.97 0.0193
C -0.05 4.30 -0.55 -0.2080
C 0.10 2.79 -0.35 -0.1810
C 0.67 2.40 1.02 -0.1959
C 0.20 3.27 2.19 -0.1850
C -0.02 2.51 3.49 -0.3348
O -0.55 3.49 4.46 -0.0639
C -1.86 3.69 4.38 -0.3809
O -2.35 4.74 4.64 0.0967
Si 1.52 1.77 4.35 0.5701
C 2.26 3.07 5.49 -0.1637
C 0.87 0.39 5.46 -0.1732
C 2.78 1.01 3.20 -0.1709
H 1.89 7.55 -2.32 0.0824
H 0.21 7.29 -2.90 0.0774
H 0.59 7.38 -1.15 0.0888
H 0.29 3.90 -2.54 0.1041
H 0.69 4.85 0.05 0.1187
H -1.02 4.59 -0.16 0.1106
H 0.80 2.42 -1.10 0.1096
H -0.85 2.30 -0.54 0.1146
H 1.75 2.50 0.95 0.1026
H 0.48 1.34 1.20 0.1129
H 0.83 4.14 2.35 0.1260
H -0.78 3.69 1.91 0.1109
H -0.79 1.74 3.39 0.1167
H -2.49 2.82 4.10 0.1492
H 1.73 3.04 6.44 0.0334
H 3.32 2.86 5.66 0.0294
H 2.16 4.05 5.03 0.0292
H 1.64 0.08 6.17 0.0306
H 0.67 -0.48 4.83 0.0282
H -0.04 0.71 5.97 0.0289
H 2.34 0.25 2.56 0.0196
H 3.62 0.63 3.78 0.0366
H 3.17 1.80 2.56 0.0253
C 1.79 -6.01 1.11 -0.1320
N 1.96 -4.58 1.27 -0.2944
C 1.47 -3.85 0.10 -0.1284
P 3.18 -3.80 2.18 0.6573
O 2.52 -2.52 2.55 -0.2902
N 3.38 -4.50 3.76 -0.3144
C 2.53 -5.61 4.20 -0.1406
C 3.42 -3.51 4.83 -0.1459
N 4.54 -4.59 1.58 -0.3175
C 4.98 -4.20 0.24 -0.1206
C 5.20 -5.77 2.11 -0.1092
H 2.45 -6.44 0.34 0.0846
H 0.76 -6.22 0.81 0.0828
H 1.93 -6.55 2.04 0.0333
H 2.17 -3.89 -0.74 0.0713
H 1.31 -2.80 0.36 0.0703
H 0.51 -4.26 -0.22 0.0808
H 1.46 -5.40 4.08 0.0914
H 2.73 -5.82 5.25 0.0815
H 2.77 -6.54 3.67 0.0550
H 2.42 -3.15 5.12 0.0802
H 4.02 -2.65 4.54 0.0692
H 3.90 -3.95 5.72 0.0794
H 4.59 -4.87 -0.53 0.0799
H 6.07 -4.19 0.17 0.0797
H 4.63 -3.19 0.01 0.0782
H 4.61 -6.67 1.97 0.0756
H 5.44 -5.65 3.17 0.0793
H 6.15 -5.92 1.59 0.0812
C -2.70 -9.33 1.63 -0.1278
N -2.11 -8.21 2.32 -0.2991
C -0.71 -8.42 2.62 -0.1369
P -2.93 -7.11 3.35 0.6538
O -2.11 -5.88 3.20 -0.2877
N -4.44 -6.54 2.69 -0.3193
C -4.88 -6.98 1.37 -0.1447
C -4.61 -5.09 2.78 -0.1464
N -3.71 -8.20 4.36 -0.3181
C -2.86 -8.87 5.36 -0.1201
C -5.05 -8.74 4.25 -0.1081
H -2.80 -10.23 2.26 0.0831
H -2.05 -9.60 0.78 0.0846
H -3.66 -9.10 1.19 0.0433
H -0.57 -9.09 3.49 0.0739
H -0.22 -7.48 2.84 0.0528
H -0.19 -8.86 1.77 0.0816
H -4.13 -6.82 0.59 0.0906
H -5.78 -6.43 1.09 0.0809
H -5.18 -8.03 1.37 0.0549
H -4.06 -4.56 1.99 0.0821
H -4.26 -4.72 3.74 0.0723
H -5.67 -4.84 2.70 0.0794
H -2.53 -9.86 5.01 0.0800
H -3.39 -9.00 6.30 0.0803
H -1.98 -8.27 5.57 0.0783
H -5.14 -9.45 3.42 0.0759
H -5.79 -7.96 4.14 0.0797
H -5.30 -9.29 5.16 0.0817
C 0.83 9.00 -8.89 -0.1370
N 0.56 8.86 -7.48 -0.3077
C 1.78 8.65 -6.72 -0.1358
P -0.89 8.22 -6.77 0.6851
O -0.82 9.01 -5.50 -0.2920
N -2.35 8.86 -7.46 -0.3223
C -2.30 9.86 -8.52 -0.1419
C -3.32 9.30 -6.46 -0.1483
N -0.94 6.83 -7.73 -0.3211
C 0.01 5.77 -7.38 -0.1194
C -1.64 6.63 -8.98 -0.1103
H 1.17 8.07 -9.38 0.0803
H 1.62 9.75 -9.03 0.0838
H -0.03 9.38 -9.44 0.0443
H 2.16 7.62 -6.81 0.0691
H 1.61 8.86 -5.67 0.0678
H 2.56 9.33 -7.06 0.0785
H -1.67 10.72 -8.26 0.0925
H -3.31 10.22 -8.73 0.0815
H -1.95 9.44 -9.46 0.0543
H -3.08 10.29 -6.05 0.0821
H -3.37 8.60 -5.62 0.0719
H -4.31 9.34 -6.90 0.0793
H 0.91 5.82 -8.00 0.0801
H -0.44 4.78 -7.51 0.0807
H 0.30 5.85 -6.34 0.0746
H -1.18 7.18 -9.81 0.0727
H -2.69 6.90 -8.91 0.0808
H -1.62 5.57 -9.25 0.0825